Entry from the Open Molecules 2025 dataset: a cluster of 7 separate species, C42H35F7 in total (ωB97M-V with the def2-TZVPD basis set).

Values from the calculation:
* multiplicity: 1
* LUMO: 0.66 eV
* calculated total energy: -63142.590 eV
* molar mass: 672.728 g mol⁻¹
* net charge: 0

CARTESIAN COORDINATES (ANGSTROEM)
F (4.7863, -14.7624, 12.6259)
C (4.9024, -15.7943, 11.8058)
C (5.6909, -15.6203, 10.7012)
C (5.7711, -16.6772, 9.7775)
C (5.1303, -17.9134, 10.0583)
C (4.3087, -18.0720, 11.1709)
C (4.2553, -17.0267, 12.1321)
H (6.2635, -14.7246, 10.5113)
H (6.3803, -16.6983, 8.8860)
H (5.2255, -18.7436, 9.3741)
H (3.9032, -19.0434, 11.4126)
H (3.6559, -17.1766, 13.0179)
F (11.9266, -19.3417, 8.3077)
C (10.7575, -19.5034, 8.9609)
C (9.5472, -19.0374, 8.4036)
C (8.3474, -19.1367, 9.1057)
C (8.4315, -19.7730, 10.3718)
C (9.6228, -20.2429, 10.9216)
C (10.7656, -20.1133, 10.1818)
H (9.6664, -18.5114, 7.4679)
H (7.4535, -18.5995, 8.8250)
H (7.5749, -19.7158, 11.0271)
H (9.6683, -20.6313, 11.9283)
H (11.7202, -20.5202, 10.4811)
F (13.3856, -15.2246, 3.3393)
C (12.3814, -14.2926, 3.4551)
C (11.5656, -13.9944, 2.3912)
C (10.4952, -13.1028, 2.5444)
C (10.3345, -12.4234, 3.7698)
C (11.1598, -12.6824, 4.8672)
C (12.2137, -13.5899, 4.6948)
H (11.6822, -14.4566, 1.4221)
H (9.8641, -12.9440, 1.6824)
H (9.4591, -11.7909, 3.7724)
H (11.0724, -12.1212, 5.7857)
H (12.8429, -13.8452, 5.5346)
F (9.9701, -19.7109, 14.3690)
C (9.5924, -18.4181, 14.3859)
C (10.4309, -17.5477, 15.0946)
C (10.1361, -16.1901, 15.0956)
C (9.0731, -15.6971, 14.2675)
C (8.2666, -16.5914, 13.5536)
C (8.4827, -17.9584, 13.6579)
H (11.3647, -17.9210, 15.4882)
H (10.7665, -15.4472, 15.5614)
H (8.8776, -14.6354, 14.2383)
H (7.4377, -16.1673, 13.0063)
H (7.9287, -18.6738, 13.0682)
F (4.8065, -13.2413, 9.1030)
C (5.5789, -13.1427, 8.0171)
C (4.9379, -13.0938, 6.8111)
C (5.6732, -12.9683, 5.6154)
C (7.0297, -12.9257, 5.7485)
C (7.6893, -13.0323, 6.9638)
C (6.9815, -13.0426, 8.1218)
H (3.8596, -13.1508, 6.8306)
H (5.2597, -12.9127, 4.6193)
H (7.6154, -12.8204, 4.8472)
H (8.7679, -13.0788, 6.9355)
H (7.5775, -13.1788, 9.0121)
F (10.6876, -16.5459, 6.2471)
C (10.4297, -17.2371, 5.0828)
C (11.1867, -18.3678, 4.8037)
C (10.8862, -19.1242, 3.6688)
C (9.9249, -18.6592, 2.7688)
C (9.3228, -17.4310, 2.9622)
C (9.5554, -16.7118, 4.1219)
H (11.8236, -18.7686, 5.5783)
H (11.3422, -20.0951, 3.5433)
H (9.7630, -19.1666, 1.8292)
H (8.6423, -17.1365, 2.1770)
H (9.1752, -15.7009, 4.1282)
F (11.7315, -12.2731, 8.2628)
C (11.0082, -13.1310, 9.0283)
C (10.4236, -12.7588, 10.1967)
C (9.6612, -13.6637, 10.8852)
C (9.3961, -14.9245, 10.4382)
C (10.0482, -15.3194, 9.2674)
C (10.8136, -14.4148, 8.5423)
H (10.6012, -11.7290, 10.4694)
H (9.2933, -13.4451, 11.8768)
H (8.8503, -15.6871, 10.9740)
H (9.9908, -16.3509, 8.9525)
H (11.3662, -14.6815, 7.6535)

Atomic partial charges in e from the Löwdin method, atoms 1 to 8: 0.08, -0.31, -0.03, -0.06, -0.11, -0.08, 0.01, 0.10